124
Properties=species:S:1:pos:R:3:forces:R:3 method="wB97M-V/def2-TZVPD" orbital_gap_ev=9.91 max_force_ev_per_a=2.74 lumo_ev=0.201 charge=0 energy_ha=-3067.43731 multiplicity=1
O 3.5780 3.2386 2.1538 -0.1 0.0 0.1
C 3.3779 2.4486 1.2649 0.5 0.4 0.2
O 2.7173 2.7645 0.1382 0.0 -0.2 -0.8
C 2.4460 4.1524 -0.1106 -0.2 0.4 1.8
C 3.6119 4.9154 -0.7233 -1.0 -0.4 0.3
C 3.9248 1.0588 1.2306 -1.1 0.1 -1.1
H 2.2378 4.5711 0.8807 0.2 0.2 -0.1
H 1.4838 4.2678 -0.6063 0.3 -0.5 -0.6
H 3.1235 5.8554 -0.9863 0.6 0.2 -0.4
H 4.0296 4.3935 -1.5826 -0.1 0.2 -0.2
H 4.3920 5.0729 0.0174 0.0 0.1 0.0
H 4.0363 0.6753 2.2360 0.5 -0.1 -0.1
H 4.7918 1.0675 0.5675 0.5 0.0 0.6
H 3.2481 0.4457 0.6371 -0.2 -0.1 0.5
O 1.9176 -5.1901 1.3345 -0.5 -0.4 -0.4
C 1.1097 -4.8199 2.1488 1.7 1.5 0.5
O -0.1851 -5.0712 2.1669 -1.0 0.1 -0.3
C -0.8173 -5.5335 0.9609 0.4 -0.5 -0.7
C -1.9705 -4.6366 0.5397 -0.1 -1.4 0.3
C 1.4857 -3.8601 3.2737 0.0 -1.0 0.6
H -1.1092 -6.5683 1.1434 -0.2 0.1 0.0
H -0.0968 -5.5738 0.1416 0.3 0.1 0.3
H -2.8615 -4.9534 1.0853 0.1 0.6 -0.2
H -2.1948 -4.9183 -0.4900 0.1 0.5 -0.2
H -1.7195 -3.5919 0.6841 -0.3 0.1 -0.1
H 1.4483 -2.8241 2.9442 -0.3 0.0 -0.1
H 2.4921 -4.0388 3.6510 0.1 -0.1 -0.4
H 0.8226 -4.0681 4.1146 -0.2 0.5 0.0
O -2.7667 -1.9705 2.3065 0.4 0.4 -0.3
C -2.7822 -2.6265 3.3032 -0.7 0.1 1.3
O -2.2914 -2.2028 4.4983 0.1 0.1 -0.9
C -2.3121 -3.2351 5.4820 -0.6 -0.3 0.5
C -2.7893 -4.5090 4.7578 1.0 -0.5 0.5
C -3.4409 -3.9576 3.5178 0.1 -0.9 -0.4
H -3.0039 -2.9794 6.2886 0.0 0.3 -0.1
H -1.3113 -3.2745 5.9096 0.0 -0.2 -0.1
H -3.4450 -5.1803 5.3107 -0.1 0.4 0.3
H -1.9093 -5.1295 4.5610 -0.1 0.1 -0.5
H -4.5113 -3.8507 3.6976 0.0 0.4 -0.3
H -3.2871 -4.5916 2.6457 -0.3 0.2 0.4
O 3.4895 -1.7083 0.0848 0.2 -0.6 -0.2
C 4.1634 -2.5086 -0.5219 -1.6 0.7 0.0
O 5.4775 -2.4146 -0.5341 1.5 0.0 -0.7
C 6.0514 -3.5422 -1.2338 0.1 -1.6 1.8
C 4.9352 -4.1647 -2.0491 0.0 0.7 -1.5
C 3.6603 -3.6533 -1.3851 0.1 -0.4 0.9
H 6.3376 -4.2365 -0.4334 -0.1 0.0 0.0
H 7.0028 -3.3804 -1.7330 -0.3 0.9 -0.3
H 5.0356 -5.2398 -2.1705 -0.1 0.0 0.3
H 5.0469 -3.7520 -3.0581 -0.4 -0.1 0.0
H 3.2030 -4.3922 -0.7181 0.2 0.0 0.2
H 2.8104 -3.3211 -1.9785 0.4 0.2 -0.4
O 0.4588 0.7835 -3.4823 -0.5 -0.1 0.2
C 1.6266 1.0338 -3.4748 0.3 -0.4 0.3
O 2.2305 1.6050 -4.5400 -0.1 0.3 -0.1
C 3.5951 1.8070 -4.2468 1.9 -0.2 0.4
C 3.9605 0.7900 -3.1715 -1.0 -1.1 -0.3
C 2.6516 0.7948 -2.3782 0.1 0.8 0.2
H 3.8284 2.7841 -3.8104 -0.6 0.3 -0.3
H 4.2318 1.6700 -5.1198 -0.4 0.1 -0.3
H 4.9249 0.9503 -2.6997 -0.2 0.3 0.4
H 3.9827 -0.2231 -3.5945 0.4 0.1 -0.3
H 2.5798 1.6869 -1.7414 0.1 -0.2 0.1
H 2.4431 -0.0712 -1.7556 -0.1 -0.1 -0.1
O -3.8017 2.1627 0.4125 0.2 -0.1 0.4
C -3.7303 3.3522 0.5407 -0.8 -0.6 0.4
O -4.0047 4.1363 -0.4971 0.6 1.0 -1.1
C -3.6556 5.5274 -0.2317 -1.8 -1.2 1.3
C -2.9776 5.4556 1.1447 2.4 0.1 -0.9
C -3.4656 4.1773 1.8068 -1.1 -0.1 -1.4
H -4.6257 6.0123 -0.0858 0.1 0.3 -0.3
H -3.1589 5.9534 -1.0959 0.4 0.0 0.2
H -2.9946 6.4509 1.5833 -0.3 -0.3 0.7
H -1.9210 5.1960 0.9793 0.1 0.6 -0.2
H -4.4405 4.3454 2.2713 0.1 -0.4 0.3
H -2.7956 3.5403 2.3729 0.2 0.7 0.5
O -2.1789 1.0501 5.6957 0.1 -0.3 0.2
C -1.1504 0.9877 5.0853 -0.3 0.6 -0.5
O -0.3827 -0.1137 5.0019 0.0 -0.7 0.8
C 0.8115 0.1030 4.2307 -0.1 0.4 -0.1
C 0.9385 1.6232 4.2180 0.2 -0.2 -0.6
C -0.5168 2.0371 4.2067 0.1 0.8 0.4
H 0.6344 -0.3701 3.2627 0.3 0.1 -0.1
H 1.6500 -0.3305 4.7734 -0.1 -0.4 -0.2
H 1.5051 2.1013 3.4206 0.1 -0.4 -0.1
H 1.4531 1.8473 5.1551 -0.3 0.5 0.1
H -1.0074 1.9732 3.2314 0.4 -0.2 -0.2
H -0.6380 3.0708 4.5286 -0.3 -0.2 0.3
O -0.4871 6.4826 -4.1700 -0.2 -0.4 0.1
C -0.8537 5.4795 -3.6185 -0.2 0.6 0.1
O -0.1509 4.9242 -2.6111 0.4 -0.4 -0.1
C -0.8847 3.8055 -2.0411 0.2 0.9 1.1
C -1.8109 3.3459 -3.1283 0.4 0.1 -0.9
C -2.1165 4.6692 -3.8446 -0.2 -0.5 0.0
H -1.3657 4.2690 -1.1742 -0.4 -0.4 0.0
H -0.1791 3.0842 -1.6343 0.1 -0.1 -0.3
H -2.6851 2.7872 -2.8063 0.0 0.1 0.1
H -1.2043 2.7426 -3.8085 -0.2 -0.3 0.1
H -2.9996 5.1176 -3.3842 0.2 0.4 0.0
H -2.3129 4.5753 -4.9104 0.0 0.0 0.0
O -0.4130 2.0735 0.8462 -0.4 0.0 -0.2
C -0.4989 0.9090 0.5562 0.2 0.4 0.4
O 0.5761 0.1168 0.7524 1.0 -0.3 0.6
C 0.2893 -1.2301 0.4575 -1.8 -1.5 -1.4
C -0.8710 -1.0988 -0.5507 -0.7 -0.1 -0.2
C -1.6518 0.0821 0.0249 1.8 1.0 -0.5
H -0.0916 -1.8261 1.2951 0.3 0.5 0.5
H 1.0918 -1.7788 -0.0259 0.6 0.5 0.4
H -1.5609 -1.9257 -0.7261 0.4 -0.4 0.5
H -0.4352 -0.8910 -1.5324 -0.1 0.5 0.0
H -2.2148 -0.1390 0.9339 -0.6 -0.2 -0.5
H -2.0994 0.7133 -0.7379 -0.8 -0.2 0.3
O -3.9033 -1.4673 -6.8166 -0.5 -0.3 -0.2
C -3.6927 -1.6417 -5.6600 1.7 0.3 0.6
O -3.3960 -0.5937 -4.8314 -0.7 0.9 -0.5
C -3.3807 -0.9815 -3.4698 0.6 -0.3 0.6
C -2.8171 -2.3980 -3.5554 -0.8 -0.6 0.1
C -3.4622 -2.9046 -4.8452 -0.2 -0.2 0.1
H -4.3830 -0.8851 -3.0393 0.0 -0.4 -0.1
H -2.7535 -0.3118 -2.8808 0.2 0.1 -0.4
H -3.0610 -3.0801 -2.7395 0.0 0.3 0.2
H -1.7367 -2.4103 -3.6984 0.0 0.3 0.2
H -4.4479 -3.3515 -4.6889 0.2 -0.2 0.1
H -2.7796 -3.6206 -5.2960 -0.4 0.0 -0.6

---

121
Properties=species:S:1:pos:R:3:forces:R:3 method="wB97M-V/def2-TZVPD" orbital_gap_ev=6.30 max_force_ev_per_a=9.41 lumo_ev=-1.931 charge=0 energy_ha=-6006.55854 multiplicity=1
C -4.8562 -2.5362 2.4139 0.5 -1.3 0.1
C -6.0940 -1.8392 1.5954 -0.6 -1.7 1.7
N -5.7425 -1.3253 0.2151 2.9 0.4 1.2
C -4.4925 -0.4772 0.2985 -0.8 3.0 0.9
C -4.6072 0.9082 0.8277 2.3 -2.8 -1.7
Br -6.3575 1.7560 1.4417 2.6 -1.2 -0.9
C -3.2178 1.8289 0.9695 -1.4 4.1 4.1
O -3.3406 2.8686 1.8405 1.4 -6.4 -5.7
C -1.8308 1.4565 0.1594 2.0 -1.4 -1.8
C -0.5826 2.5386 -0.1037 0.5 -3.2 -0.5
C -0.6505 4.0912 0.4350 0.0 0.0 -1.1
C -1.4312 4.9478 -0.7710 0.6 0.5 1.7
O -2.8659 4.6378 -0.8655 2.0 -0.2 -2.2
Si -3.3781 4.3178 -2.5157 -1.5 0.0 0.4
C -2.5104 5.3872 -3.8632 1.3 0.2 -1.3
C -5.2769 4.8171 -2.5838 -0.3 0.8 -0.6
C -3.3622 2.4101 -2.9787 -0.6 -0.5 -0.5
C 0.7731 2.0270 -0.9400 -1.9 -1.9 0.1
C 2.0438 3.0923 -1.1600 0.4 -0.1 0.8
C 3.1773 2.9255 0.0587 2.9 -0.5 3.3
C 4.6144 2.1096 -0.1972 -0.5 1.3 3.6
C 5.7511 1.8898 1.0056 -3.2 2.0 1.3
C 5.5105 2.4795 2.5406 -3.9 0.9 -3.5
C 4.1162 3.3081 2.7908 0.9 -1.7 -3.2
C 2.9747 3.5199 1.5867 3.2 -1.9 -0.5
C 0.9076 0.4825 -1.5685 -3.5 1.7 2.0
C 2.2083 -0.0354 -2.4346 -0.6 0.8 -0.3
C 3.2674 -0.9665 -1.6018 1.5 -1.0 -1.5
S 2.6510 -1.6178 0.0396 0.5 -2.4 -0.4
C 3.0366 -3.4874 -0.0524 3.1 -5.4 -3.0
N 4.0326 -4.1432 -1.0108 -2.6 2.1 2.4
N 4.1402 -5.5306 -0.9504 -6.4 2.5 6.5
C 3.1336 -5.8373 0.1745 2.4 1.8 -3.4
O 2.4629 -4.6068 0.7102 3.0 -0.7 -3.1
C -0.3853 -0.5503 -1.3224 0.2 3.9 0.8
P -0.2362 -2.3070 -2.0678 -0.8 -3.6 6.0
O -0.1275 -3.3388 -0.8332 -0.1 3.2 -4.1
C -1.7389 -0.0990 -0.4495 2.1 2.3 -0.4
C -3.0120 -1.1147 -0.1485 -0.2 -4.5 0.2
O -2.9621 -2.4519 -0.1891 -0.1 8.3 -0.3
H -4.3787 -3.4222 1.7763 -1.1 2.0 1.2
H -5.2003 -3.0561 3.4319 0.4 1.4 -2.2
H -3.9715 -1.8203 2.6870 -1.8 -1.1 -0.6
H -6.5839 -1.0502 2.3085 1.0 -1.2 -1.8
H -6.9062 -2.6970 1.4287 1.7 1.9 0.3
H -5.5516 -2.1706 -0.3683 0.1 1.0 0.6
H -1.1463 4.2273 1.4865 0.6 -0.6 -2.3
H 0.4191 4.6153 0.5161 -2.2 -1.6 -0.4
H -1.3553 6.0835 -0.4199 0.0 -2.3 -1.1
H -0.8147 4.7256 -1.7490 -1.3 0.6 1.8
H -1.3247 5.3983 -3.7623 -2.4 0.0 -0.2
H -2.7242 4.8580 -4.9119 0.3 1.2 2.2
H -2.8723 6.5059 -3.9203 0.6 -2.3 0.2
H -5.3297 5.8922 -3.0927 0.0 -2.2 1.2
H -5.7614 4.8815 -1.5186 0.7 -0.3 -2.2
H -5.8408 4.0928 -3.3274 0.9 1.4 1.8
H -4.3165 2.2473 -3.6772 2.1 0.4 1.4
H -3.5562 1.7454 -2.0263 0.7 1.2 -2.0
H -2.4178 2.0999 -3.5994 -1.7 0.3 1.4
H 1.6649 4.2225 -1.2269 0.8 -2.7 0.4
H 2.6330 2.9008 -2.1548 -1.4 0.1 1.9
H 4.8530 1.6737 -1.2573 -0.5 1.0 2.3
H 6.7637 1.3028 0.8349 -2.5 1.3 0.1
H 6.2542 2.3464 3.4344 -1.4 0.3 -2.2
H 3.9212 3.7424 3.8856 0.3 -1.0 -2.8
H 2.0124 4.1040 1.9118 2.1 -1.3 -0.9
H 2.8494 0.8628 -2.8910 -1.7 -1.8 1.2
H 1.7574 -0.5854 -3.3935 1.2 1.0 2.3
H 3.5384 -1.8899 -2.3003 -0.6 1.8 1.7
H 4.3121 -0.4347 -1.3814 -2.6 -0.9 -0.5
H 2.9495 -6.9703 0.5019 0.0 3.2 -0.2
H 0.9400 -2.5340 -2.8662 -0.9 0.9 -0.1
H -1.4748 -2.6494 -2.7818 1.2 0.9 0.0
C 2.7866 -6.5641 4.4558 -0.3 -0.2 0.1
C 4.2197 -6.8680 4.0487 -0.2 0.6 0.0
C 5.1922 -5.8709 4.6584 0.3 -0.1 0.1
O 4.3266 -6.8238 2.6282 0.0 -0.1 -0.1
H 2.4830 -5.5701 4.1086 0.1 0.0 0.1
H 2.0967 -7.2822 3.9997 0.1 0.0 0.1
H 2.6678 -6.6059 5.5430 0.0 0.0 -0.1
H 4.4852 -7.8823 4.3660 0.0 0.1 -0.3
H 4.9738 -4.8524 4.3184 -0.1 -0.1 0.1
H 6.2183 -6.0946 4.3469 -0.2 0.0 0.1
H 5.1456 -5.8919 5.7517 0.0 0.0 -0.1
H 4.0926 -5.9266 2.3375 0.2 -0.3 0.2
C 10.4316 2.6443 5.2192 0.0 -0.2 0.3
C 9.6313 2.4145 3.9470 0.4 0.5 0.1
C 10.4090 2.8530 2.7163 0.0 -0.2 -0.3
O 8.4099 3.1454 4.0190 -0.3 0.1 0.0
H 10.6624 3.7075 5.3504 0.0 -0.1 -0.1
H 9.8548 2.3356 6.0976 0.1 0.0 -0.2
H 11.3707 2.0825 5.2016 -0.1 0.1 0.0
H 9.3737 1.3533 3.8608 -0.2 0.2 0.0
H 10.6389 3.9235 2.7588 0.0 -0.1 0.1
H 9.8159 2.6933 1.8093 0.1 0.0 0.1
H 11.3474 2.2975 2.6236 -0.1 0.1 0.0
H 8.6290 4.0889 4.0957 -0.1 -0.4 0.0
C -9.0508 -5.2529 2.3770 0.0 0.3 -0.2
C -7.9963 -5.5215 3.4390 -0.6 -0.4 0.0
C -7.6982 -7.0074 3.5605 0.3 -0.2 0.1
O -8.4544 -5.0276 4.6949 0.0 0.1 0.2
H -9.9955 -5.7476 2.6289 0.1 -0.1 0.0
H -9.2641 -4.1807 2.3093 0.1 -0.1 0.0
H -8.7215 -5.6073 1.3953 -0.1 0.0 0.1
H -7.0768 -4.9807 3.1898 -0.1 0.0 0.2
H -8.5950 -7.5643 3.8542 0.0 0.1 -0.1
H -6.9467 -7.1868 4.3369 -0.1 0.1 -0.2
H -7.3284 -7.4145 2.6143 -0.1 0.0 0.1
H -9.2707 -5.5021 4.9243 0.4 0.2 -0.1
C -1.1752 4.1967 -8.2814 0.3 0.0 0.2
C -2.3199 3.3183 -7.8020 -0.1 0.4 -0.6
C -3.1323 2.7808 -8.9694 -0.2 -0.3 0.0
O -3.1695 4.0759 -6.9445 -0.2 0.1 0.2
H -1.5522 5.0650 -8.8335 0.0 -0.2 -0.1
H -0.6067 4.5863 -7.4301 -0.1 -0.1 -0.1
H -0.4943 3.6381 -8.9312 -0.1 0.1 0.0
H -1.9221 2.4833 -7.2150 -0.2 0.2 0.1
H -3.5787 3.5989 -9.5458 0.2 0.0 0.0
H -3.9600 2.1605 -8.6088 0.2 0.0 0.0
H -2.5102 2.1798 -9.6398 -0.1 0.1 0.0
H -3.5272 4.8196 -7.4574 0.2 -0.3 0.2